Version 1
Formula: C8H12NOP
Source: the Open Molecules 2025 dataset
Level of theory: the ωB97M-V functional and the def2-TZVPD basis

XYZ file:
```
23
Properties=species:S:1:pos:R:3
C -0.6973 3.0624 0.3846
C -0.1256 2.0920 -0.3031
C 0.3264 1.0020 -0.7952
C 0.8063 0.0338 -1.5585
C 1.9672 -0.7898 -1.0366
C 2.6817 -0.1838 0.1480
C 2.0786 -0.5754 1.4269
O 3.5985 0.5994 0.0862
H -1.5191 3.6878 -0.0755
H -0.3648 3.4646 1.3825
H 0.2714 -0.2654 -2.5486
H 2.6010 -1.1120 -1.8442
H 1.5124 -1.7419 -0.6441
H 2.3491 0.0952 2.2669
H 2.4367 -1.5284 1.8009
H 0.9551 -0.7009 1.3722
C -3.1575 -0.1016 -0.6101
N -2.1182 -0.8096 -0.5034
P -1.6237 -1.7428 0.7574
H -3.8500 0.0877 0.2935
H -3.5134 0.3820 -1.4905
H -2.8141 -1.9437 1.4167
H -1.8006 -3.0114 0.0738
```

SMILES: C=C=C=CCC(C)=O.C=NP
Kohn-Sham gap (eV): 9.1
E_HOMO (Eh): -0.320

=====

Version 2
Formula: C8H12NOP
Source: the Open Molecules 2025 dataset
Level of theory: the ωB97M-V functional and the def2-TZVPD basis

XYZ file:
```
23
Properties=species:S:1:pos:R:3
C 3.1095 1.0784 -0.0102
C 1.7756 1.2336 0.4773
C 3.3952 -0.1720 -0.4230
C 1.0643 0.1249 0.3345
C -1.4367 1.0172 0.5954
C -1.1511 -1.3427 0.9880
C -1.5512 0.7409 -0.8794
C -1.4727 -1.5963 -0.4761
N -0.5474 -0.0418 1.2122
O -2.2783 -0.5306 -1.0085
P 1.8692 -1.2509 -0.4615
H 3.7053 1.9985 -0.0504
H 1.6313 2.0238 1.0412
H 4.1519 -0.4855 -1.0878
H -1.0601 2.0086 0.6149
H -2.3498 1.0193 1.0498
H -2.1238 -1.3838 1.4206
H -0.5312 -2.1297 1.2628
H -2.1841 1.3680 -1.4344
H -0.5927 0.6706 -1.3081
H -0.5334 -1.7706 -1.0767
H -1.8666 -2.6071 -0.5849
H 2.0844 -2.1664 0.7066
```

Kohn-Sham gap (eV): 8.4
E_HOMO (Eh): -0.301

=====

version 2 has the most favorable energy; the next structure is 0.0028 hartree above.

=====

Version 1
Formula: C2H4NO4
Source: the Open Molecules 2025 dataset
Level of theory: the ωB97M-V functional and the def2-TZVPD basis

XYZ file:
```
11
Properties=species:S:1:pos:R:3
N -1.0406 -1.1417 -0.0321
O 0.3602 -1.2633 -0.0104
C 1.0138 0.0368 -0.0171
O 0.4099 1.0781 -0.7185
C 2.5076 -0.1135 -0.7869
O 2.3512 0.4184 -1.8803
O 3.3790 -0.5835 -0.1079
H -1.3760 -0.7081 -0.9441
H -1.2879 -0.5037 0.6898
H 1.1320 0.3001 0.9847
H 1.0514 1.0592 -1.5291
```

Total charge: -1
SMILES: NO[C@H](O)C(=O)[O-]
Kohn-Sham gap (eV): 8.2
E_HOMO (Eh): -0.149

=====

Version 2
Formula: C2H4NO4
Source: the Open Molecules 2025 dataset
Level of theory: the ωB97M-V functional and the def2-TZVPD basis

XYZ file:
```
11
Properties=species:S:1:pos:R:3
O -1.6601 -0.4189 -0.0521
C -0.8533 -0.8809 0.7295
N 0.4707 -0.6872 0.7081
C 1.1611 -0.4474 -0.6371
O 1.6072 0.6977 -0.7744
O 1.2095 -1.4391 -1.3684
H -1.2059 -1.4487 1.6216
H 0.9860 -1.3220 1.2973
H -1.2690 1.6308 -0.5502
H 0.2179 1.9380 -0.5183
O -0.6643 2.3777 -0.4560
```

Total charge: -1
Kohn-Sham gap (eV): 8.9
E_HOMO (Eh): -0.183

=====

version 2 has the most favorable energy; the next structure is 0.1101 hartree above.

=====

Version 1
Formula: C5H8O4
Source: the Open Molecules 2025 dataset
Level of theory: the ωB97M-V functional and the def2-TZVPD basis

XYZ file:
```
17
Properties=species:S:1:pos:R:3
C 0.3360 -1.9992 -0.9662
C 0.3340 -1.1422 0.3069
C 0.0249 -1.4202 -2.3740
O -0.5426 -2.2325 -3.1531
O 0.4121 -0.2587 -2.6197
H 1.3452 -2.4143 -1.0388
H -0.3314 -2.8656 -0.8750
H -0.6213 -0.8031 0.7082
H 0.8760 -0.2239 0.0908
H 0.8891 -1.7080 1.0578
C 1.0116 1.4103 2.6586
C -0.3504 1.9079 2.0126
O -1.3702 1.3912 2.5299
O -0.2518 2.7625 1.1115
H 1.8101 1.8024 2.0379
H 0.7868 0.3613 2.8385
H 1.0370 1.9481 3.6148
```

Total charge: -2
Kohn-Sham gap (eV): 7.9
E_HOMO (Eh): -0.047

=====

Version 2
Formula: C5H8O4
Source: the Open Molecules 2025 dataset
Level of theory: the ωB97M-V functional and the def2-TZVPD basis

XYZ file:
```
17
Properties=species:S:1:pos:R:3
C -0.3008 0.1203 -2.3519
C 1.0123 -0.2465 -3.0648
O 1.6664 -1.1941 -2.5628
O 1.3054 0.4176 -4.1024
H -1.0696 -0.6573 -2.4620
H -0.7332 0.9970 -2.8413
H -0.1522 0.2230 -1.2736
C 0.2838 -0.1425 1.4133
C -1.1421 -0.5991 1.8562
C 0.6938 1.0578 2.2746
O 0.8709 2.1582 1.7039
O 0.8197 0.7817 3.5015
H 1.0196 -0.9359 1.5125
H 0.1655 0.1581 0.3727
H -1.7502 -0.9752 1.0332
H -1.6703 0.2055 2.3714
H -1.0189 -1.3685 2.6197
```

Total charge: -2
Kohn-Sham gap (eV): 7.9
E_HOMO (Eh): -0.050

=====

version 2 has the most favorable energy; the next structure is 0.0068 hartree above.